{
  "formula": "C25H18Cl4N2NdO4P",
  "method": "ωB97M-V with the def2-TZVPD basis set",
  "multiplicity": 4,
  "molar_mass_g_mol": 727.455,
  "charge": 0,
  "de_lowest_ev": 1.810,
  "total_energy_ha": -4117.56241,
  "s2": 3.75,
  "elements": ["Nd", "Cl", "Cl", "Cl", "Cl", "P", "O", "O", "O", "O", "N", "N", "C", "C", "C", "C", "C", "C", "C", "C", "C", "C", "C", "C", "C", "C", "C", "C", "C", "C", "C", "C", "C", "C", "C", "C", "C", "H", "H", "H", "H", "H", "H", "H", "H", "H", "H", "H", "H", "H", "H", "H", "H", "H", "H"],
  "positions_angstrom": [[0.0803, 1.8554, 0.2638], [-3.9002, 7.2075, -0.9976], [-1.5344, 8.4352, 0.5984], [-3.8346, 4.1693, -1.7908], [0.8981, 6.6287, 1.4027], [0.3512, -1.0852, 0.2286], [-1.4155, 2.7606, -0.8966], [0.6059, 3.8375, 0.5694], [2.0171, 1.1813, -0.4059], [1.5740, 1.2485, 1.7573], [-2.0453, 1.9314, 1.7575], [-2.3609, 0.6608, 1.1212], [2.9506, -0.4886, 0.9513], [-1.4459, 4.0561, -0.5939], [0.3810, -1.2196, -1.6010], [4.7065, -2.0217, 1.4428], [-0.3816, -0.3228, -3.7018], [2.0756, -1.5468, 0.6750], [1.0905, -2.2027, -2.2834], [-2.5115, 4.8828, -0.9393], [-1.0542, -4.0901, 2.5687], [-2.5433, 6.2325, -0.5844], [-0.3506, -0.2686, -2.3171], [3.8583, -3.0782, 1.1551], [1.0614, -2.2438, -3.6668], [2.5424, -2.8507, 0.7867], [2.2194, 0.8057, 0.7808], [-0.4146, 5.9777, 0.4965], [4.2526, -0.7149, 1.3439], [-1.9992, -4.4685, 0.3954], [-0.5081, -2.6180, 0.7410], [-1.3281, -3.3621, -0.0986], [0.3228, -1.3091, -4.3756], [-0.3674, 4.6172, 0.1766], [-1.8657, -4.8324, 1.7245], [-0.3859, -2.9835, 2.0822], [-1.4916, 6.7811, 0.1308], [-0.9528, -4.3729, 3.6056], [-2.3949, -5.6942, 2.1012], [0.3083, -1.3423, -5.4546], [-2.6360, -5.0451, -0.2592], [5.7271, -2.2151, 1.7366], [4.2191, -4.0928, 1.2313], [-2.2540, -0.0839, 1.8154], [-0.9312, 0.5025, -1.7860], [1.6692, -2.9294, -1.7329], [0.2561, -2.3985, 2.7296], [-2.5851, 2.0711, 2.6220], [-2.3502, 2.6633, 1.0985], [1.6166, -3.0072, -4.1923], [4.8992, 0.1179, 1.5694], [-1.4317, -3.0832, -1.1378], [-3.3393, 0.6374, 0.8056], [-0.9592, 0.4023, -4.2555], [1.8870, -3.6901, 0.6058]],
  "forces_ev_per_a": [[-3.33, -1.66, 0.10], [-0.13, 0.03, -0.09], [0.04, 0.14, 0.02], [-0.03, -0.07, -0.07], [0.07, -0.01, 0.04], [0.30, -1.84, -0.55], [-1.54, 1.31, -1.58], [1.03, 1.65, 0.32], [2.17, -0.11, -0.89], [1.91, 0.05, 1.74], [-0.97, 0.13, 0.38], [-0.43, 0.12, 0.16], [-0.47, -0.25, -0.07], [-0.05, 1.00, 0.15], [-0.20, 0.17, 0.20], [0.01, 0.03, -0.08], [-0.08, 0.10, -0.11], [0.11, -0.14, 0.05], [-0.08, 0.11, -0.03], [0.00, -0.07, 0.06], [-0.04, -0.01, 0.09], [-0.01, 0.04, 0.04], [-0.09, -0.09, 0.35], [0.07, -0.10, 0.06], [0.04, -0.06, 0.05], [0.06, 0.14, 0.02], [1.77, -1.27, 0.78], [0.07, -0.27, 0.05], [-0.02, 0.15, -0.03], [-0.12, -0.09, 0.03], [-0.11, 0.33, 0.07], [0.13, 0.14, -0.02], [-0.01, 0.11, 0.06], [-1.14, 1.03, -0.46], [-0.04, -0.06, -0.06], [-0.01, 0.09, -0.08], [-0.07, -0.07, -0.07], [0.03, -0.02, 0.10], [-0.04, -0.09, 0.05], [-0.04, 0.01, -0.09], [-0.04, -0.05, -0.06], [0.08, -0.01, 0.05], [0.05, -0.09, 0.02], [0.11, 0.35, -0.26], [0.10, -0.38, -0.46], [0.05, -0.07, 0.03], [0.00, -0.02, 0.11], [0.35, -0.08, -0.44], [-0.03, -0.38, 0.36], [0.04, -0.05, -0.04], [0.12, 0.08, 0.03], [-0.02, 0.01, -0.07], [0.50, 0.07, 0.11], [-0.03, 0.09, -0.03], [-0.08, -0.05, -0.03]]
}

{
  "formula": "C25H18ClNO4PZn",
  "method": "ωB97M-V with the def2-TZVPD basis set",
  "multiplicity": 1,
  "molar_mass_g_mol": 528.239,
  "charge": -1,
  "de_lowest_ev": 12.373,
  "total_energy_ha": -3899.47662,
  "elements": ["Zn", "Cl", "P", "O", "O", "O", "O", "N", "C", "C", "C", "C", "C", "C", "C", "C", "C", "C", "C", "C", "C", "C", "C", "C", "C", "C", "C", "C", "C", "C", "C", "C", "C", "H", "H", "H", "H", "H", "H", "H", "H", "H", "H", "H", "H", "H", "H", "H", "H", "H", "H"],
  "positions_angstrom": [[0.0000, 0.0000, 0.0000], [-2.1417, -0.0077, 0.0000], [0.0077, 2.2117, 0.0000], [-0.0445, 0.4268, -1.7745], [1.5216, 0.6774, 3.4347], [1.5120, 0.6979, -3.4415], [-0.0549, 0.4268, 1.7854], [1.6826, 0.0000, -0.0104], [1.2351, 4.7903, -0.2214], [1.5196, 5.9343, -2.3337], [2.1925, 0.4458, -1.1598], [-4.0354, 1.8472, 0.4797], [0.6948, 2.4001, 4.0887], [2.1769, 2.1775, 1.7486], [1.6763, 5.8989, -0.9511], [1.1425, 0.5083, 2.2254], [-2.2015, 3.9488, 0.5192], [3.4474, 1.0047, 1.2060], [-3.5625, 4.1967, 0.7279], [2.0821, 2.3179, 4.1577], [-1.7352, 2.6463, 0.2857], [-2.6756, 1.6066, 0.2716], [3.4549, 1.0102, -1.2150], [0.4825, 3.7537, -2.2587], [0.6314, 3.6973, -0.8616], [2.8245, 2.2028, 2.9873], [-4.4787, 3.1477, 0.7075], [0.7766, 2.2836, 1.6526], [2.1835, 0.4416, 1.1449], [0.0482, 2.3765, 2.8479], [1.1457, 0.5176, -2.2304], [0.9218, 4.8619, -2.9884], [4.1183, 1.2359, -0.0023], [-1.0372, 2.4236, 2.8461], [-5.5359, 3.3434, 0.8686], [1.3619, 4.8086, 0.8583], [2.5822, 2.3325, 5.1225], [0.1087, 2.4742, 5.0012], [-1.5158, 4.7917, 0.5479], [0.0000, -1.5460, 0.0000], [-3.9043, 5.2139, 0.9055], [1.8615, 6.7967, -2.8995], [-4.7480, 1.0272, 0.4644], [3.8569, 1.3441, -2.1631], [5.0942, 1.7069, 0.0021], [2.1404, 6.7355, -0.4349], [3.8463, 1.3329, 2.1575], [2.7834, 2.0759, 0.8498], [0.0160, 2.9300, -2.7968], [3.9075, 2.1259, 3.0337], [0.7948, 4.8844, -4.0676]],
  "forces_ev_per_a": [[-5.61, -5.23, -0.16], [-3.94, -0.26, 0.09], [0.36, 4.31, 0.89], [0.44, 0.39, -5.22], [-1.88, -10.15, -2.05], [-0.94, -0.14, 2.58], [-1.49, -3.27, 3.57], [8.45, 2.17, 2.96], [0.10, 0.28, -0.14], [-0.01, -0.06, 0.04], [1.81, 0.56, -1.60], [0.00, 0.26, 0.01], [-1.98, 1.80, -0.90], [-1.98, 7.75, 0.85], [-0.10, -0.33, -0.01], [1.52, -3.51, 3.49], [-0.56, -0.13, 0.06], [5.89, -5.47, -2.99], [0.32, -0.07, -0.08], [1.92, 2.63, -0.34], [-0.45, 0.24, 0.35], [-0.59, 0.70, 0.09], [-1.00, -0.12, -0.30], [-0.01, 0.12, -0.08], [0.04, 0.65, -0.21], [-0.23, 5.27, 3.00], [0.30, -0.11, -0.04], [-0.37, 5.81, 0.26], [-0.41, -6.52, -1.35], [-0.50, 3.77, 1.56], [1.02, -0.15, -3.55], [-0.09, -0.15, 0.36], [1.30, -1.57, 0.29], [0.24, 0.04, -0.19], [0.15, -0.07, -0.02], [-0.06, -0.19, -0.11], [-0.02, -0.14, -0.14], [0.03, -0.11, -0.14], [0.07, -0.24, -0.07], [-0.84, -2.37, -0.08], [0.08, -0.16, -0.02], [-0.03, -0.09, 0.06], [0.20, 0.05, -0.03], [-0.12, 0.01, 0.03], [-0.08, 0.01, 0.16], [-0.07, -0.12, -0.03], [1.25, -2.49, -2.19], [-1.87, 5.07, -0.32], [0.15, 0.00, 0.17], [-0.40, 1.37, 1.34], [0.02, -0.06, 0.16]]
}